{"formula": "C4H10N2O2", "method": "ωB97M-V with the def2-TZVPD basis set", "gap_ev": [11.00, 6.13], "de_lowest_kcal_mol": 0.00, "total_charge": 1, "homo_energy_ev": [-14.27, -14.26], "spin_multiplicity": 2, "symbols": ["O", "O", "N", "N", "C", "C", "C", "C", "H", "H", "H", "H", "H", "H", "H", "H", "H", "H"], "xyz": [[-1.511, -3.237, 0.397], [0.106, 0.978, -0.648], [0.627, 3.146, -0.448], [-0.379, -1.646, -0.723], [-1.057, -2.057, 0.303], [0.947, 1.849, -0.393], [2.364, 1.519, -0.023], [-1.375, -1.129, 1.450], [-0.445, -0.786, 1.902], [-1.933, -0.291, 1.026], [2.444, 1.377, 1.055], [-0.115, -0.645, -0.775], [-0.320, 3.405, -0.683], [-1.994, -1.635, 2.186], [-0.244, -2.257, -1.518], [3.062, 2.308, -0.310], [2.684, 0.596, -0.505], [1.281, 3.867, -0.195]], "mulliken_charge": [-0.203, -0.763, -0.377, -0.233, 0.768, 0.728, -1.062, -0.855, 0.284, 0.321, 0.289, 0.371, 0.246, 0.362, 0.245, 0.368, 0.299, 0.210]}